[1]
This record from the Open Molecules 2025 dataset describes a molecular structure, C5H9F2NO2 at a distorted geometry. The level of theory is wB97M-V/def2-TZVPD.

```
19
Properties=species:S:1:pos:R:3:forces:R:3:lowdin_charge:R:1
C -1.727 -0.468 0.279 -0.31 -1.41 -2.02 -0.5363
C 0.330 -1.388 1.341 -2.63 -3.00 -0.86 -0.0286
C -0.083 1.686 -0.850 0.47 -3.59 -2.57 -0.0666
C 0.098 -1.660 -1.523 -3.77 1.19 1.29 -0.2738
C -0.212 -0.595 0.156 1.35 -1.10 -1.79 -0.2985
N 0.402 0.698 0.135 -0.76 -0.24 -0.05 -0.0801
O -2.494 -1.143 -0.377 0.56 0.56 0.85 0.1075
O -2.135 0.457 1.117 0.13 0.78 0.90 0.1363
F 0.190 -2.942 -1.154 0.54 -0.59 0.45 0.0351
F 1.239 -1.275 -2.071 0.69 0.39 -0.17 0.0590
H 1.347 -1.386 1.492 2.77 -0.33 -0.94 0.0502
H -0.085 -2.478 1.263 1.05 1.88 0.17 0.1350
H 0.116 -1.075 2.338 -1.47 0.90 0.60 0.0749
H -1.180 1.641 -1.085 1.14 -0.08 0.46 0.1134
H 0.203 2.549 -0.426 0.50 3.60 0.99 0.0315
H 0.536 1.531 -1.804 -1.22 0.40 0.90 0.1083
H -0.809 -1.681 -2.306 1.99 0.86 1.74 0.1736
H 1.426 0.688 0.154 -0.69 -0.26 0.05 0.1356
H -1.322 0.887 1.456 -0.34 0.04 0.00 0.1239
```
Forces are in eV/Å.

Kohn-Sham gap: 9.7765 eV
LUMO energy: 0.67 eV
relative energy (zero: lowest compared OMol25 entry of this formula, charge and spin): 42.9 kcal/mol
F_max: 4.44 eV/Å


[2]
This record from the Open Molecules 2025 dataset describes a molecular structure, C16H15BMnN6 at a distorted geometry. The level of theory is wB97M-V/def2-TZVPD.

```
39
Properties=species:S:1:pos:R:3:forces:R:3:lowdin_charge:R:1
Mn 0.653 0.085 -1.154 1.59 -2.77 2.04 0.7408
C -3.004 -0.833 -2.392 0.11 0.00 0.07 0.0529
C -2.022 -1.356 -1.590 -0.19 -0.10 -0.14 -0.0009
N -0.954 -0.513 -1.592 -0.44 0.06 -0.26 -0.0550
N -1.274 0.565 -2.397 -0.62 0.25 -0.46 0.0023
C -2.492 0.380 -2.888 -0.03 -0.22 0.10 0.0563
B -0.279 1.767 -2.572 -0.12 0.21 -0.23 -0.4040
N 1.051 1.198 -3.182 0.03 0.47 -0.69 0.0046
C 1.661 1.456 -4.329 0.15 -0.11 0.08 0.0618
C 2.821 0.659 -4.417 -0.04 -0.10 0.11 0.0569
C 2.852 -0.090 -3.269 0.15 0.06 -0.23 0.0039
N 1.768 0.230 -2.508 0.03 0.28 -0.43 -0.0597
N 0.028 2.321 -1.131 -0.23 0.78 -0.13 0.0038
C -0.212 3.520 -0.618 0.14 -0.02 0.22 0.0581
C 0.180 3.527 0.734 0.01 -0.17 -0.01 0.0552
C 0.659 2.268 0.992 0.05 0.23 0.09 0.0017
N 0.575 1.522 -0.144 -0.14 0.64 0.13 -0.0586
H -3.976 -1.250 -2.603 0.02 -0.03 0.02 0.1423
H -2.016 -2.268 -1.015 0.04 0.01 0.01 0.1456
H -2.953 1.088 -3.562 0.06 0.07 0.04 0.1666
H -0.734 2.612 -3.258 -0.04 0.01 -0.03 0.1534
H 1.272 2.174 -5.037 -0.04 0.03 0.06 0.1675
H 3.527 0.649 -5.232 0.02 -0.02 0.03 0.1428
H 3.574 -0.819 -2.936 -0.03 -0.02 0.01 0.1468
H -0.634 4.321 -1.209 -0.02 -0.06 -0.06 0.1666
H 0.107 4.352 1.423 0.01 0.00 0.00 0.1426
H 1.055 1.854 1.905 -0.01 -0.03 -0.02 0.1459
C 1.424 -1.169 -0.190 -0.34 0.48 -0.22 0.2453
C 2.024 -2.139 0.497 0.01 -0.33 0.06 -0.2268
C 1.746 -3.512 0.111 -0.11 0.20 -0.15 0.0494
C 2.323 -4.530 0.806 -0.02 -0.25 0.01 0.0101
C 3.170 -4.261 1.894 -0.14 0.23 -0.19 0.0960
C 3.467 -2.941 2.275 0.09 -0.03 0.15 0.0128
C 2.916 -1.890 1.608 -0.01 0.32 -0.06 0.0531
H 1.084 -3.698 -0.725 0.03 -0.08 0.01 0.1377
H 2.123 -5.555 0.522 -0.01 0.01 0.01 0.1452
H 3.601 -5.088 2.447 0.03 0.00 0.00 0.1520
H 4.135 -2.760 3.107 -0.01 0.01 0.00 0.1457
H 3.139 -0.869 1.888 0.01 -0.03 0.03 0.1395
```
Forces are in eV/Å.

Kohn-Sham gap: 7.1232 eV
LUMO energy: -12.33 eV
F_max: 3.79 eV/Å
charge: +3


[3]
This record from the Open Molecules 2025 dataset describes 8 unconnected molecules or ions with the total composition C14H42FO7. The level of theory is wB97M-V/def2-TZVPD.

```
64
Properties=species:S:1:pos:R:3:forces:R:3:lowdin_charge:R:1
F 0.260 0.000 0.050 -0.09 -0.19 -0.08 -0.4279
C 3.010 3.725 -1.661 0.28 0.81 -0.26 -0.1011
C 2.077 3.107 -0.650 0.12 -0.29 0.01 -0.3310
O 2.461 1.762 -0.417 -0.07 0.15 -0.04 -0.0826
H 4.053 3.682 -1.339 -0.04 -0.27 0.07 0.0685
H 2.798 4.798 -1.771 -0.14 -0.11 0.06 0.0659
H 2.938 3.298 -2.661 -0.10 -0.30 0.12 0.0687
H 1.043 3.156 -0.998 -0.02 0.05 0.01 0.1060
H 2.144 3.674 0.289 -0.11 0.03 0.00 0.1033
H 1.665 1.234 -0.248 0.14 -0.07 0.12 0.0246
C 2.138 1.175 4.425 -0.05 0.05 0.31 -0.0966
C 1.850 1.346 2.945 0.31 0.22 0.12 -0.3349
O 1.941 0.096 2.293 -0.26 -0.01 0.26 -0.0844
H 3.174 0.895 4.627 0.02 -0.06 -0.19 0.0671
H 1.504 0.399 4.859 -0.04 0.01 -0.07 0.0595
H 1.945 2.102 4.974 0.00 0.02 -0.09 0.0665
H 2.584 2.037 2.509 -0.03 0.01 -0.03 0.1031
H 0.870 1.815 2.811 -0.08 -0.16 -0.06 0.1074
H 1.237 0.060 1.628 0.24 -0.06 -0.32 0.0238
C 1.636 -4.495 -1.475 -0.40 0.07 -0.03 -0.0919
C 0.774 -3.453 -0.785 0.14 0.18 0.16 -0.3424
O 1.586 -2.370 -0.367 -0.15 -0.28 -0.14 -0.0824
H 2.316 -4.961 -0.763 0.01 -0.05 0.00 0.0690
H 2.226 -4.060 -2.281 -0.03 0.10 -0.01 0.0642
H 0.964 -5.246 -1.900 0.22 -0.15 0.03 0.0691
H 0.274 -3.916 0.078 0.00 0.04 -0.01 0.1087
H -0.022 -3.097 -1.452 0.09 -0.05 -0.13 0.0937
H 1.011 -1.605 -0.197 0.23 0.22 0.05 0.0241
C -2.954 3.597 0.654 -0.22 0.08 0.55 -0.1006
C -2.157 2.486 0.017 -0.29 -0.21 -0.63 -0.3476
O -0.951 2.287 0.713 -0.03 0.15 0.08 -0.0995
H -2.482 4.577 0.567 0.16 -0.08 -0.07 0.0674
H -3.079 3.387 1.721 0.05 0.03 -0.05 0.0706
H -3.958 3.674 0.232 0.04 -0.07 -0.17 0.0660
H -1.984 2.717 -1.047 0.17 0.08 0.11 0.1146
H -2.747 1.560 -0.013 -0.02 0.06 0.20 0.1016
H -0.560 1.448 0.400 0.12 -0.05 0.10 0.0257
C -4.049 -1.730 -1.436 -0.33 0.15 0.34 -0.0937
C -2.685 -1.530 -0.815 0.22 -0.14 -0.43 -0.3342
O -1.997 -0.543 -1.571 -0.01 -0.04 0.14 -0.0961
H -4.629 -2.455 -0.859 0.06 -0.03 -0.02 0.0685
H -4.009 -2.069 -2.470 0.18 0.02 -0.03 0.0685
H -4.595 -0.783 -1.406 0.00 -0.02 -0.09 0.0694
H -2.115 -2.468 -0.842 -0.09 -0.05 0.09 0.0968
H -2.765 -1.245 0.235 -0.08 0.06 0.02 0.0986
H -1.175 -0.332 -1.094 0.02 0.06 -0.01 0.0316
C -2.023 -1.598 4.084 -0.22 -0.05 0.11 -0.0938
C -1.094 -0.946 3.082 -0.26 -0.09 -0.01 -0.3173
O -1.044 -1.798 1.944 0.27 0.07 0.12 -0.0958
H -2.200 -0.983 4.969 0.12 0.13 -0.09 0.0672
H -1.632 -2.556 4.431 0.07 -0.02 -0.12 0.0698
H -2.991 -1.780 3.612 0.00 -0.04 0.02 0.0692
H -0.100 -0.796 3.511 0.02 -0.03 -0.07 0.0930
H -1.489 0.032 2.781 0.05 0.06 0.09 0.1131
H -0.479 -1.357 1.289 -0.11 0.05 -0.02 0.0330
C 1.602 -0.689 -4.879 -0.20 0.06 0.11 -0.0928
C 1.016 -0.904 -3.491 0.49 -0.26 -0.12 -0.3334
O 0.965 0.342 -2.824 -0.05 -0.15 0.01 -0.0787
H 1.817 -1.629 -5.390 -0.16 -0.09 0.07 0.0636
H 2.550 -0.161 -4.771 -0.06 0.14 -0.07 0.0715
H 0.917 -0.107 -5.499 0.13 0.09 -0.03 0.0674
H 1.688 -1.589 -2.960 -0.14 0.02 0.13 0.1005
H 0.022 -1.364 -3.524 -0.04 0.00 -0.12 0.1040
H 0.908 0.146 -1.877 -0.04 0.22 0.02 0.0341
```
Forces are in eV/Å.

Kohn-Sham gap: 9.6670 eV
LUMO energy: 3.10 eV
relative energy (zero: lowest compared OMol25 entry of this formula, charge and spin): 0.0 kcal/mol
F_max: 0.90 eV/Å
charge: -1